# C18H36O36S9

A cluster of 9 separate species, C18H36O36S9 in total at a distorted geometry (wB97M-V/def2-TZVPD, OMol25).

Properties
DFT total energy   -190453.3916 eV
Frontier orbital gap (alpha / beta)   9.794 / 3.305 eV
Multiplicity   2
Charge   +1
Expectation value of S²   0.756
Relative energy (zero: lowest compared OMol25 entry of this formula, charge and spin)   0.0 kJ/mol

Positions of all 99 atoms, in Å:
H 3.3425 -0.2648 -6.9158
H -2.4365 -3.1378 -1.3720
S 0.2232 0.1142 -1.7402
O -2.4399 4.9317 -0.7975
O -0.5567 3.0354 -4.1577
H 0.8237 1.1266 7.3284
H -1.4578 -5.2300 3.5293
C -2.6061 3.5597 -1.1843
O 2.4810 -2.8999 -0.4549
H -0.5783 -1.2462 0.8792
O 1.2823 -2.2610 3.3247
H 1.8432 1.6977 -6.3486
H 4.0571 -2.2976 1.8646
C -0.6571 6.5012 -3.1470
O 0.2408 -1.2435 -2.2285
O 1.9484 -1.5706 -6.5433
S 3.5144 -2.4069 -1.3225
O 0.6558 4.7179 -2.7231
C -0.3922 -0.1759 0.7900
O -0.8458 0.2006 -0.4389
O -2.1064 -0.9702 3.2306
O 2.5863 -0.1066 3.3501
O 1.0441 3.6819 5.6053
O 2.1074 1.6022 5.8321
O 1.8915 -1.4099 5.5275
O -1.2596 -3.2834 3.6679
H -1.5189 2.6130 0.3588
H -1.5508 6.7939 -2.5960
C 2.6730 -2.9330 -3.6479
C -4.6207 -2.9014 -1.0924
O 4.2245 -3.6559 -2.1272
H -1.8891 3.3487 -1.9777
O -2.6217 6.3265 1.2266
O -0.1243 -1.8073 -5.0687
O -4.4202 -6.6391 -1.2321
H -2.9887 -2.7956 0.3009
O 1.1545 4.7004 -5.1772
C -2.5559 2.8663 0.1382
O 3.0762 -1.8379 -2.7931
H 1.3155 0.9626 1.2977
H 2.2843 2.1653 7.7848
C 3.7953 -0.2183 2.5494
O -5.4698 -5.2037 0.6690
S 0.2914 -1.3742 -6.4075
H -0.3330 7.3078 -3.8047
O 2.4838 2.9690 3.5607
H 3.7998 -4.8213 -3.7942
C 4.3652 -1.6667 2.6984
O -5.1632 -4.1502 -1.5240
H 3.5621 0.0023 1.5077
H -0.7118 0.4344 1.6348
H -4.6662 -2.1891 -1.9162
H 1.5872 -2.9356 -3.7438
H -0.3602 3.0009 6.9641
H 0.2965 5.9501 -1.2699
H 1.5185 6.5045 -2.4122
C 0.7074 3.2053 6.8837
O -2.8586 3.8289 1.1249
H 4.4544 0.5858 2.8767
C 0.5221 6.0704 -2.3296
O -0.0336 1.2042 -2.6254
H -3.5824 3.4626 -1.6591
C 3.2818 -4.2343 -3.0358
H 3.1062 -2.6210 -4.5982
C -3.3919 -4.2131 3.8332
S 1.4714 2.5286 4.5664
O 4.4717 -1.5179 -0.7861
S 2.2459 -1.5565 4.1508
H 1.6281 -0.8349 1.0344
H 1.0010 3.9637 7.6094
H 1.2572 0.9596 -4.8424
S -3.2930 5.2868 0.4517
O -1.8782 -1.6979 5.6618
H 5.4521 -1.5898 2.7280
H -3.5051 -4.7628 4.7675
C -3.2094 -3.3242 -0.6264
S 0.1117 4.3505 -4.1950
O -3.6120 -2.7984 3.9602
C 2.6009 -0.4337 -6.1350
O -0.3655 -1.8757 -7.5907
O 0.4552 0.2669 -6.5073
O -4.7427 5.3499 0.2304
C 1.5589 0.7602 -5.8707
H 2.4928 -4.7576 -2.4956
H -2.0085 -4.3665 2.0512
H -4.1827 -4.6809 3.2468
C -2.0300 -4.3876 3.1408
O -1.0857 5.4950 -4.0660
O 1.4296 0.3047 -0.6047
S -2.1618 -2.0202 4.2261
O -3.2473 -4.7003 -0.3368
S -4.6873 -5.4107 -0.5472
H 3.2469 -0.5506 -5.2649
H -5.2228 -2.6281 -0.2258
O 0.2911 1.9196 3.9825
O 3.7691 -2.1060 3.8880
C 1.5023 1.9364 7.0607
H -3.1883 2.0467 0.4792
C 1.0903 0.0619 0.7268